(1)
Computed, not measured: a single C2H5N5 molecule, with ωB97M-V/def2-TZVPD.

Last column: Mulliken charge in e.
Geometry (Å):
1 N -0.1687 0.0176 -0.1567  0.734
2 N 0.5300 -0.9695 0.0801  -0.243
3 N -1.3374 -0.0242 -0.6654  -0.636
4 N 1.7620 -0.8056 0.1311  -0.360
5 N 1.8581 0.6566 0.1616  -0.337
6 C 0.7794 1.0157 -0.1029  -0.028
7 C -2.3212 0.1068 0.4309  -0.714
8 H -3.4550 -0.0305 -0.0263  0.283
9 H -1.4858 -0.9984 -1.0489  0.340
10 H -2.2158 0.9794 1.1189  0.301
11 H 0.2145 1.9224 -0.1948  0.402
12 H -2.3150 -0.7314 1.3285  0.258

Atomic forces in eV per Å
5.72 2.94 1.34
0.47 -8.92 -0.48
-6.19 -1.55 -0.56
-0.07 2.56 1.65
9.27 -3.41 1.10
-10.29 5.48 -2.14
-3.87 -2.09 1.90
3.01 0.84 1.16
0.36 1.54 0.16
-0.03 0.01 -1.49
1.10 1.34 -0.09
0.51 1.26 -2.56

Calculated values
ΔE to the lowest compared entry with this formula, charge and spin (kJ/mol): 551.3
HOMO (hartree): -0.3747
Energy (eV): -9600.308
Frontier orbital gap (eV): 10.917
Net charge: 0
E_LUMO (eV): 0.722
SMILES: CNn1cnnn1


(2)
Computed, not measured: a gas-phase ion, C9H10IN2 (charge +1), with ωB97M-V/def2-TZVPD.

Last column: Mulliken charge in e.
Geometry (Å):
1 I 4.2296 0.0765 0.3665  0.130
2 N 1.4671 -1.2865 -1.0422  -0.145
3 N -0.1712 -1.8538 0.3989  -0.015
4 C -2.1442 1.7907 -0.0247  -0.399
5 C -0.7349 -0.5366 0.4854  0.695
6 C -2.5931 0.8791 0.9547  -0.591
7 C 2.2466 0.7294 0.2871  -1.251
8 C 0.8326 -2.1704 -0.3795  -0.040
9 C 1.2648 0.2030 -0.8436  -0.100
10 C -0.0976 0.5143 -0.3409  0.147
11 C -0.9195 1.6516 -0.6557  -0.827
12 C -1.9036 -0.3519 1.1614  -0.674
13 H 2.2225 -1.7090 -1.6830  0.314
14 H -2.5575 -1.0105 1.6707  0.363
15 H 1.1599 -3.2964 -0.5446  0.303
16 H 1.5110 0.6056 -1.7726  0.583
17 H 2.0795 1.7409 0.1638  0.605
18 H -0.7788 2.3109 -1.4857  0.408
19 H -0.6910 -2.5498 0.8838  0.232
20 H 1.9345 0.6493 1.3576  0.419
21 H -3.6061 1.0646 1.3943  0.344
22 H -2.7507 2.5489 -0.3519  0.500

Atomic forces in eV per Å
0.46 -0.01 -0.42
2.39 0.79 -2.46
-1.16 1.81 0.42
3.85 -0.23 -1.65
0.12 -2.28 0.73
-1.19 -1.76 1.91
-1.28 -1.18 0.78
0.07 -3.94 0.11
0.60 -1.97 2.48
-0.04 0.39 -0.89
-1.76 -0.56 0.72
-1.24 2.46 -0.77
-1.41 1.67 1.42
0.42 -1.41 0.61
-0.97 2.50 0.73
0.36 1.11 -1.37
0.80 2.52 -0.46
0.78 0.27 -0.28
-0.09 -0.71 0.28
-0.45 -0.81 -1.05
1.23 -0.43 -0.23
-1.48 1.75 -0.61

Calculated values
HOMO (alpha / beta) (hartree): -0.3391 / -0.4679
Energy (eV): -20565.350
<S²>: 2.05
Frontier orbital gap (alpha / beta) (eV): 6.085 / 6.208
Spin multiplicity: 3
Net charge: +1
E_LUMO (alpha / beta) (eV): -3.143 / -6.525


(3)
Computed, not measured: 5 unconnected molecules or ions with the total composition C68H52BrN2O12PS2, with ωB97M-V/def2-TZVPD.

Last column: Mulliken charge in e.
Geometry (Å):
1 Br -1.1526 2.2150 7.0377  -0.233
2 S -7.3658 3.3234 9.2784  -0.152
3 S -9.2649 3.1712 11.5560  -0.212
4 P -2.9996 0.9772 6.5664  -0.275
5 O -6.2673 -1.2409 9.9860  -0.625
6 O -2.6930 1.4720 9.8983  -0.460
7 O -9.0517 -3.9834 2.3709  -0.680
8 O -4.0639 2.0431 5.8212  -0.481
9 O 0.4693 3.5130 -0.6117  -0.672
10 O -10.8228 0.1230 7.7183  -0.387
11 O -5.2069 -0.2777 2.2927  -0.694
12 O 10.1943 1.2003 -8.1969  -0.683
13 O 2.5628 0.1463 2.9683  -0.674
14 O 7.5203 -3.9111 -11.0667  -0.665
15 O 11.4299 -5.0808 -14.5136  -0.666
16 O 6.2873 2.3605 -4.7437  -0.709
17 N -4.9609 0.7339 10.2706  -0.165
18 N -9.6154 1.7691 9.2504  0.126
19 C 9.3715 2.6942 -6.5770  0.181
20 C -8.0738 -3.1022 4.8392  -0.926
21 C 2.8278 1.2525 0.9102  0.139
22 C 8.4048 4.1748 -4.9366  -0.536
23 C -7.5210 -2.6473 6.0259  -0.927
24 C -3.7777 0.3623 8.1487  -0.262
25 C 0.7974 1.6023 2.4262  -0.076
26 C 7.1613 2.1122 -5.5509  0.604
27 C 8.3370 3.0112 -5.6941  0.164
28 C -4.3192 2.8517 8.9294  -0.643
29 C -4.7002 3.7429 10.1392  -1.272
30 C -10.6778 2.4812 8.5057  -0.512
31 C 8.3064 -5.3670 -12.7388  0.126
32 C 9.2025 -6.7713 -14.4822  -0.587
33 C 6.8566 -1.3101 -8.0780  -0.243
34 C -11.1878 1.4612 7.4109  -0.525
35 C -5.2239 -0.2497 8.0112  -0.515
36 C -0.9321 3.1548 1.7804  -0.721
37 C 5.9635 0.0760 -6.3239  -0.644
38 C 9.2928 1.4793 -7.4304  0.365
39 C 0.2638 2.5034 1.5015  0.232
40 C 0.9599 2.7707 0.2160  0.647
41 C 11.7790 -1.5928 -12.2323  -0.512
42 C 10.7353 -1.2635 -11.3720  -0.345
43 C -1.0785 1.9853 3.8786  0.712
44 C -6.5870 -1.6606 3.6012  -0.100
45 C 9.3196 -5.6613 -13.6535  0.134
46 C -8.1966 -3.1207 2.3559  0.682
47 C -7.6059 -2.6150 3.6227  0.339
48 C 7.0731 0.9091 -6.4183  0.388
49 C 10.4795 3.5283 -6.6742  -0.536
50 C -5.5916 -0.3543 9.5418  -0.054
51 C -7.7258 -2.5433 1.0680  0.166
52 C -6.3436 -0.9934 -0.1585  -0.524
53 C -7.8848 -2.4250 -1.3274  -0.430
54 C -10.2945 0.7683 10.0705  -0.729
55 C 2.0995 0.9331 2.1667  0.580
56 C -6.9188 -1.4230 -1.3435  -0.491
57 C 7.9698 -0.4894 -8.1640  -0.663
58 C -6.7399 -1.5552 1.0498  0.164
59 C 9.5034 5.0117 -5.0496  -0.506
60 C 8.0870 -7.5886 -14.3924  -0.456
61 C 2.2720 2.1171 -0.0348  0.183
62 C 8.0858 0.6180 -7.3339  0.143
63 C -6.0262 -1.2178 4.7941  -0.275
64 C 7.0866 -7.3058 -13.4672  -0.500
65 C -11.1183 -0.1658 9.0764  -0.387
66 C 4.1925 1.8068 -1.4477  -0.382
67 C 0.1160 1.3383 3.6089  -0.516
68 C 11.7149 -2.7493 -12.9940  -0.658
69 C -1.5983 2.9005 2.9686  -0.662
70 C 10.6066 -3.5837 -12.8981  0.380
71 C -4.0346 1.3691 9.3330  0.678
72 C 9.6380 -2.1020 -11.2623  -0.476
73 C 4.7553 0.9601 -0.4970  -0.526
74 C -6.1023 -1.0984 2.3134  0.481
75 C 5.8560 -1.0307 -7.1516  -0.644
76 C -8.8617 2.6867 10.0406  -0.095
77 C -8.2879 -2.9833 -0.1252  -0.645
78 C 9.5714 -3.2654 -12.0177  0.082
79 C 10.5285 -4.7999 -13.7498  0.599
80 C -6.1671 3.5890 10.6280  -0.777
81 C 10.5452 4.6835 -5.9119  -0.475
82 C 8.3952 -4.1620 -11.8734  0.407
83 C 7.1957 -6.1978 -12.6426  -0.440
84 C 4.0732 0.6802 0.6764  -0.612
85 C 2.9539 2.3840 -1.2168  -0.750
86 C -6.4897 -1.7083 6.0053  -0.021
87 H -10.7432 1.7771 6.4468  0.321
88 H 12.5255 -3.0000 -13.6660  0.468
89 H -12.2050 -0.0062 9.2647  0.263
90 H 11.4071 5.3342 -5.9922  0.402
91 H 9.9801 -6.9962 -15.2008  0.466
92 H 8.7469 -0.7113 -8.8819  0.546
93 H -5.0322 -1.2207 7.5897  0.741
94 H -2.7342 1.4114 10.8634  0.455
95 H 5.1814 0.2933 -5.6077  0.515
96 H 8.8306 -1.8467 -10.5904  0.523
97 H 7.5983 4.4300 -4.2613  0.484
98 H -3.8192 2.9424 6.1053  0.338
99 H 12.6410 -0.9420 -12.3114  0.404
100 H -3.3423 3.2239 8.5579  0.240
101 H -10.8351 -1.2143 9.2758  0.295
102 H -1.6062 1.7798 4.8078  -0.080
103 H 6.7679 -2.1704 -8.7316  0.546
104 H -9.5976 0.1053 10.6106  0.421
105 H -12.2915 1.5329 7.2739  0.312
106 H 9.5508 5.9213 -4.4638  0.405
107 H -6.2987 2.8249 11.4171  0.502
108 H -1.3415 3.8634 1.0718  0.472
109 H 2.5203 3.0458 -1.9554  0.467
110 H -9.0431 -3.7587 -0.1150  0.464
111 H -5.9520 0.4152 7.5183  0.736
112 H 0.5204 0.6305 4.3219  0.499
113 H -11.0448 1.2025 10.7614  0.388
114 H 4.5127 0.0187 1.4119  0.457
115 H -6.4458 4.5449 11.1206  0.613
116 H -11.5088 2.6882 9.2192  0.318
117 H 4.7245 2.0191 -2.3682  0.625
118 H -2.5270 3.4140 3.1871  0.408
119 H -6.6138 -0.9791 -2.2831  0.401
120 H 10.7803 -0.3530 -10.7856  0.469
121 H -5.0117 2.9188 8.0698  0.519
122 H -4.0566 3.4174 10.9854  0.290
123 H 4.9894 -1.6761 -7.0793  0.410
124 H 7.9956 -8.4498 -15.0426  0.401
125 H 6.4140 -5.9774 -11.9271  0.462
126 H -10.3035 3.4055 8.0297  0.400
127 H -4.4351 0.1823 10.9589  0.438
128 H -8.3269 -2.7660 -2.2555  0.398
129 H -3.0881 -0.4628 8.4271  0.400
130 H 11.2888 3.2782 -7.3480  0.463
131 H -5.2272 -0.4835 4.7766  0.678
132 H -5.5888 -0.2176 -0.1740  0.486
133 H -8.8720 -3.8333 4.8598  0.467
134 H -4.4178 4.7912 9.9425  0.462
135 H 5.7276 0.5171 -0.6746  0.426
136 H 6.2189 -7.9495 -13.3934  0.404
137 H -6.0320 -1.3403 6.9568  -0.192
138 H -7.8906 -3.0241 6.9723  0.507

Atomic forces in eV per Å
-0.66 0.08 1.14
-0.31 -0.89 -0.56
0.22 -0.40 -0.38
-0.54 -1.21 -1.25
0.44 0.64 0.43
-0.60 -0.43 1.01
0.05 0.05 -0.01
1.21 0.09 1.32
0.04 -0.04 0.04
-0.05 0.41 0.10
-0.06 -0.04 0.00
-0.06 0.02 0.02
-0.01 0.05 -0.05
0.05 -0.01 -0.04
-0.06 0.01 0.04
0.03 -0.01 0.01
-0.17 -1.85 -0.82
0.27 1.08 0.76
-0.08 0.06 0.10
-0.04 -0.04 0.23
-0.01 0.10 -0.11
0.06 0.17 0.09
0.07 0.04 -0.20
-1.55 1.91 0.31
-0.08 0.10 -0.07
-0.34 0.08 0.29
0.12 0.00 -0.10
0.05 -0.17 -0.26
-0.09 -1.00 -0.12
-0.55 -0.99 -0.57
0.08 -0.06 -0.09
-0.06 -0.17 -0.10
-0.03 -0.02 0.02
-0.02 0.80 -0.17
2.64 1.68 2.33
-0.17 0.09 0.10
-0.12 -0.15 -0.05
0.35 -0.12 -0.30
0.05 -0.08 0.12
-0.21 0.30 -0.31
-0.09 -0.06 0.00
0.03 0.00 -0.01
-0.24 -0.07 -0.23
-0.09 -0.09 -0.01
-0.14 0.01 0.07
-0.33 -0.34 0.02
0.10 0.12 0.06
0.06 -0.05 -0.07
0.12 0.15 0.02
-0.39 0.16 -1.52
0.10 0.10 -0.03
0.03 0.05 -0.20
0.04 0.04 0.05
-0.99 -1.40 -0.64
0.16 -0.31 0.31
-0.03 -0.05 0.06
-0.12 -0.18 -0.07
-0.13 -0.10 -0.04
0.02 -0.07 -0.05
-0.01 0.06 0.07
0.08 -0.09 0.07
-0.11 0.04 0.07
0.04 0.02 0.27
0.07 0.03 -0.02
0.20 0.50 0.40
0.02 -0.01 -0.01
-0.11 0.01 0.15
0.11 0.17 0.03
0.10 -0.06 -0.01
-0.07 0.05 0.09
3.07 0.47 -0.29
0.12 0.20 0.06
-0.09 0.04 0.01
0.36 0.34 0.01
0.09 0.06 0.00
0.54 0.42 0.88
-0.05 -0.01 -0.19
0.08 -0.04 -0.10
0.36 -0.09 -0.29
-0.45 1.35 1.16
-0.07 -0.02 0.02
-0.34 0.12 0.33
-0.13 -0.14 -0.04
0.19 -0.06 -0.08
0.14 0.00 -0.12
-0.29 -0.24 0.34
-0.03 -0.71 0.43
-0.11 -0.11 -0.03
0.50 -0.29 -0.13
-0.03 -0.02 0.00
0.06 0.12 0.09
0.09 0.14 0.13
0.31 0.24 0.90
0.05 0.19 -0.21
0.10 0.12 0.01
-0.07 -0.17 -0.10
-0.03 -0.14 -0.05
-0.49 -0.08 -0.19
-0.03 -0.02 0.00
-0.50 -0.34 0.17
-0.33 0.48 -0.32
0.31 0.03 -1.04
0.02 0.03 0.00
-0.02 0.76 -0.13
0.50 0.02 0.30
0.00 -0.03 -0.01
0.09 0.10 -0.77
0.13 -0.07 -0.08
-0.10 0.00 0.12
0.03 0.03 0.15
0.39 -0.43 -0.09
0.10 0.01 -0.10
0.65 0.03 -0.07
-0.15 0.03 0.06
0.10 -0.56 -0.23
0.49 0.34 -0.35
-0.01 0.00 0.02
0.00 -0.05 -0.03
0.00 -0.02 0.03
0.00 -0.04 0.02
-0.02 0.00 0.64
-0.34 0.31 -0.40
0.03 0.02 0.00
0.01 0.03 0.02
0.10 0.12 0.01
-0.19 -0.46 0.37
-0.14 0.71 0.33
0.01 0.01 0.03
-0.30 0.65 0.26
-0.11 -0.11 -0.03
-0.04 -0.01 -0.18
0.00 -0.05 0.15
0.04 0.02 -0.16
-0.42 -0.43 -0.06
-0.03 0.01 0.00
0.03 0.02 0.00
-2.42 -1.53 -2.87
0.01 0.02 -0.03

Calculated values
HOMO (hartree): -0.3211
Energy (eV): -199911.507
Frontier orbital gap (eV): 7.653
Net charge: 0
E_LUMO (eV): -1.085
SMILES: O=C1C[C@@H](P(O)Br)[C@@](O)(CCCSC(=S)N2CCOCC2)N1.O=C1c2ccccc2C(=O)c2ccccc21.O=C1c2ccccc2C(=O)c2ccccc21.O=C1c2ccccc2C(=O)c2ccccc21.O=C1c2ccccc2C(=O)c2ccccc21


- Among the records above, which one has the highest net charge?
  C9H10IN2